The following is a quantum chemistry calculation of C13H27ClIN2OP2Pb as an isolated structure, from OMol25.

The geometry in XYZ format:
```
48
Properties=species:S:1:pos:R:3:forces:R:3:mulliken_charge:R:1
C 5.557227 -2.076300 0.288003 0.26 -0.26 -0.33 -0.761
I 3.688758 -1.097557 0.747602 -0.21 0.19 0.14 -0.032
H 5.358725 -2.785065 -0.512443 -0.03 0.11 0.11 0.311
H 5.888244 -2.576176 1.195172 -0.21 0.13 0.00 0.295
H 6.255515 -1.303031 -0.023028 -0.20 0.02 0.07 0.286
Pb 0.000000 0.000000 0.000000 1.20 -0.71 -0.30 1.658
P -0.608051 -1.828551 1.287998 -0.72 -5.76 4.20 0.189
C -0.278011 -1.750461 3.088471 0.37 1.07 -0.35 -1.140
C -2.393341 -2.229126 1.199133 -0.14 1.29 -0.88 -1.167
H -2.620837 -3.146497 1.752958 0.51 0.09 0.03 0.474
H -0.184288 -4.241163 1.352597 -0.20 0.39 0.10 0.469
H -2.660969 -2.349808 0.146336 -0.12 -0.17 0.14 0.365
H -0.002700 -3.541884 -0.289351 0.04 -0.17 0.10 0.372
H -0.803991 -0.892828 3.516410 0.00 -0.11 0.10 0.392
H -2.969812 -1.397650 1.613157 -0.06 -0.21 0.06 0.415
C 0.196898 -3.392022 0.774801 0.48 0.78 -0.80 -1.004
H -0.608146 -2.666739 3.588887 -0.07 0.02 -0.37 0.455
H 1.277040 -3.304901 0.918886 -0.06 -0.04 0.01 0.310
H 0.793785 -1.611523 3.254673 -0.05 -0.09 0.04 0.381
P 0.500191 1.680869 -1.515508 2.64 4.92 -4.45 0.198
C 1.289445 3.203272 -0.870458 -0.15 -0.61 0.98 -1.158
C 1.629347 1.151409 -2.857251 -0.08 -1.00 0.69 -1.075
H -1.460407 1.459008 -2.892596 -0.03 0.18 -0.12 0.397
H -0.668360 3.041572 -3.184999 0.42 -0.17 0.24 0.485
H -1.652372 2.774371 -1.715202 0.01 0.07 -0.16 0.331
C -0.960871 2.310453 -2.423517 -0.84 -0.98 0.94 -1.117
H 1.197528 0.267463 -3.333643 0.12 0.11 -0.12 0.385
H 1.766371 1.948292 -3.596267 -0.26 0.09 0.32 0.466
H 1.477515 3.920545 -1.676084 -0.17 -0.31 -0.09 0.446
H 2.234995 2.944138 -0.386390 0.00 0.08 -0.08 0.412
H 2.596767 0.879096 -2.427138 -0.01 0.03 -0.07 0.396
H 0.636645 3.660500 -0.121849 0.09 0.12 -0.11 0.374
Cl -0.850888 -1.220590 -1.864999 -0.44 -0.36 -0.62 -0.316
N -5.159931 4.579375 2.335276 1.53 0.25 0.49 -0.319
C -5.175918 3.462475 1.566153 -2.84 1.04 0.07 0.268
O -6.243038 3.101551 1.090089 1.10 -0.67 -0.21 -0.551
C -3.939799 2.667363 1.269316 1.24 -0.07 0.21 0.879
C -2.669159 2.987906 1.793865 0.31 -0.81 -0.57 -0.675
C -1.554012 2.208752 1.454907 -1.63 0.31 -0.14 -0.776
N -1.689682 1.141647 0.623134 -1.68 0.90 0.43 -0.063
C -2.904875 0.813287 0.105074 -0.69 1.25 0.76 -0.419
C -4.038543 1.555919 0.417874 0.42 -0.07 0.00 -0.716
H -6.035562 5.097216 2.504158 0.70 -0.65 -0.29 0.278
H -4.301900 4.948431 2.760189 -0.90 -0.18 -0.29 0.135
H -2.513489 3.828643 2.450217 -0.01 0.07 0.08 0.392
H -0.579274 2.467647 1.846924 0.15 -0.20 -0.03 0.706
H -3.004959 -0.022098 -0.572134 0.35 -0.09 -0.04 0.769
H -4.985038 1.264603 -0.020657 -0.13 0.20 0.13 0.598
```
Forces are in eV/Å.

The value obtained for the largest force on an atom is 0.1393 hartree/bohr. Its energy relative to the best compared isomer or geometry (same formula, charge and spin) is 0.000 eV. As for the total charge: +3.

=====

The following is a quantum chemistry calculation of C13H27CrI2OP2 as an isolated structure, from OMol25.

The geometry in XYZ format:
```
46
Properties=species:S:1:pos:R:3:forces:R:3:mulliken_charge:R:1
I -0.322654 -1.914152 -3.694716 -0.09 -0.21 -0.08 0.081
I 2.463840 -1.818616 -0.238662 -0.47 0.37 0.00 0.056
Cr 0.623616 -0.199181 0.360260 0.82 -0.55 -0.90 -0.887
P 0.971789 1.517200 -1.060976 0.33 2.45 -1.41 1.347
C 2.435427 2.389659 -0.420512 0.07 -0.37 0.61 -1.445
C 1.405478 1.155480 -2.776498 -0.22 -0.79 -0.21 -0.918
H 1.596138 2.087135 -3.326410 -0.02 -0.16 0.28 0.431
H 0.186534 3.703228 -1.660850 -0.09 -0.25 -0.07 0.486
H 0.566006 0.615264 -3.244053 0.38 0.42 0.09 0.057
H -1.053214 2.418061 -1.929208 0.09 0.24 0.08 0.412
H 3.271919 1.692758 -0.295557 -0.07 0.21 -0.09 0.371
H 2.272427 0.489384 -2.809722 -0.01 0.19 -0.09 0.413
C -0.281289 2.800213 -1.250406 -0.42 -0.07 0.26 -0.939
H 2.701236 3.164727 -1.146148 -0.05 -0.10 0.06 0.478
H -0.732825 3.014263 -0.277282 0.12 0.10 -0.38 -0.008
H 2.209199 2.849699 0.547990 0.05 0.00 -0.19 0.333
P -1.012667 -1.640002 0.886709 -2.00 -1.28 1.03 1.287
C -0.543827 -2.304639 2.508636 0.51 0.35 0.14 -1.403
C -2.680817 -1.007523 1.092735 -0.13 0.42 -0.06 -0.911
H -1.556799 -2.736135 -1.152288 -0.11 -0.28 0.26 0.167
H -1.998176 -3.749652 0.291608 0.21 0.27 -0.15 0.430
H -0.288199 -3.599252 -0.287117 -0.22 -0.10 0.07 0.386
C -1.245368 -3.085208 -0.160107 0.41 0.00 -0.51 -0.978
H -3.114115 -0.873774 0.094367 -0.11 -0.06 0.25 0.411
H -3.255404 -1.732208 1.681281 0.00 0.09 -0.24 0.485
H -1.259109 -3.098402 2.744098 0.08 0.07 0.02 0.489
H -0.590754 -1.515827 3.268153 -0.07 -0.18 -0.09 0.309
H -2.644006 -0.036924 1.597317 -0.17 -0.40 -0.08 -0.016
H 0.474009 -2.709610 2.482655 -0.25 -0.06 0.05 0.362
C 1.626028 0.154991 1.920003 2.45 1.90 6.80 0.443
O 2.087464 0.411324 2.966063 -1.90 -1.36 -5.16 -0.140
C -3.142413 2.361137 3.351191 -0.26 -0.32 -0.06 -1.701
C -1.780397 2.885751 2.894906 -0.42 0.54 0.26 2.192
C -1.926427 4.250465 2.222716 0.02 0.29 -0.42 -1.703
C -0.832536 2.996371 4.087673 0.49 -0.20 0.24 -1.488
C -1.183836 1.945762 1.950864 1.35 -1.00 -0.33 0.319
C -0.515919 1.140274 1.287233 -0.19 -0.02 0.09 -0.735
H -3.604145 3.033470 4.086551 0.22 -0.12 -0.24 0.422
H -3.013861 1.377570 3.819086 -0.18 0.14 -0.03 0.374
H -3.814275 2.267881 2.489854 -0.01 -0.01 0.23 0.385
H -2.341420 4.998610 2.910699 0.08 -0.32 -0.08 0.418
H -0.945888 4.610503 1.887394 -0.20 0.03 0.02 0.372
H -2.593527 4.170459 1.357671 0.08 0.15 0.09 0.391
H -0.716620 2.011916 4.550645 0.08 0.15 0.09 0.376
H 0.149793 3.348952 3.754478 -0.10 -0.04 0.15 0.377
H -1.206982 3.692717 4.848186 -0.07 -0.14 -0.29 0.413
```
Forces are in eV/Å.

The value obtained for the largest force on an atom is 0.1453 hartree/bohr. Its total energy is -79148.6130 eV. As for the total charge: +2. As for the spin multiplicity: 4.

=====

Q: Which value of largest force on an atom does entry 1 give?
A: 0.1393 hartree/bohr